ORCA calculation (the ωB97M-V functional and the def2-TZVPD basis) on a structure of composition C30H32BrN3O4ScSe2.

Computed properties:
**E**: -9765.50916 hartree
**E_HOMO**: -4.7 eV
**Orbital gap**: 7.15 eV

The geometry in ORCA input format:
```
! wB97M-V def2-TZVPD RIJCOSX def2/J DEFGRID3
* xyz -1 1
Sc 0.393 0.307 -0.237
C -1.823 2.404 1.240
N -1.562 1.237 0.397
C -2.570 0.546 -0.002
C -2.392 -0.565 -0.879
C -3.323 -1.448 -1.413
C -2.591 -2.322 -2.234
C -1.264 -1.904 -2.158
N -1.130 -0.839 -1.344
C -2.476 2.053 2.558
C -2.032 0.951 3.287
C -2.614 0.637 4.504
C -3.645 1.418 5.015
C -4.092 2.515 4.295
C -3.511 2.826 3.070
H -2.441 3.125 0.696
H -0.865 2.893 1.410
H -3.585 0.799 0.316
H -4.385 -1.447 -1.224
H -2.966 -3.144 -2.821
H -0.406 -2.316 -2.668
H -1.236 0.323 2.908
H -2.254 -0.229 5.045
H -4.100 1.167 5.965
H -4.902 3.124 4.678
H -3.870 3.678 2.503
O 1.133 1.477 1.671
C 2.017 2.597 1.754
C 3.171 2.616 0.750
C 4.157 3.633 1.364
O 5.229 4.007 0.509
C 2.746 3.128 -0.639
Se 0.904 2.785 -1.228
C 3.896 1.265 0.696
Se 3.077 -0.235 -0.254
H 1.467 0.718 2.166
H 2.412 2.620 2.776
H 1.396 3.483 1.612
H 4.549 3.228 2.306
H 3.633 4.564 1.595
H 5.646 3.195 0.203
H 3.439 2.743 -1.387
H 2.842 4.215 -0.649
H 4.130 0.954 1.719
H 4.856 1.407 0.192
Br 0.579 -7.771 0.252
C 0.432 -5.968 0.829
C 0.117 -5.705 2.153
C 0.008 -4.386 2.561
C 0.209 -3.341 1.666
C 0.530 -3.632 0.348
C 0.643 -4.947 -0.081
C 0.066 -1.924 2.161
O -0.184 -1.710 3.339
O 0.223 -1.005 1.270
H -0.040 -6.519 2.848
H -0.239 -4.141 3.586
H 0.693 -2.825 -0.352
H 0.887 -5.176 -1.109
N 1.351 -0.180 -2.905
C 0.582 -0.282 -4.073
C -0.485 0.591 -4.283
C -1.292 0.442 -5.397
C -1.067 -0.579 -6.315
C -0.005 -1.446 -6.105
C 0.819 -1.296 -4.998
H 1.592 0.774 -2.638
H 2.193 -0.740 -2.898
H -0.674 1.374 -3.560
H -2.121 1.125 -5.538
H -1.713 -0.697 -7.174
H 0.190 -2.246 -6.808
H 1.649 -1.976 -4.840
*
```